Below is 3 unconnected molecules or ions with the total composition C3H6N2O at a distorted geometry, with properties calculated with ωB97M-V/def2-TZVPD.

XYZ file:
```
12
Properties=species:S:1:pos:R:3:forces:R:3:mulliken_charge:R:1
O 2.6507 -0.3017 -0.3483 0.0 -0.1 0.0 -0.59
C 1.4582 -0.1625 -0.2156 1.6 -0.5 -0.4 0.23
N 0.8117 1.0371 -0.0999 -2.0 0.7 -1.6 -0.09
C -0.6025 0.8530 -0.0883 -3.1 -1.1 0.2 -0.49
C -0.7377 -0.6575 0.2141 -2.7 1.5 3.6 -0.48
N 0.5257 -1.1676 -0.1539 -0.5 -0.2 1.1 -0.11
H 1.2054 1.8934 -0.4664 0.3 -0.3 0.2 0.26
H -2.0986 0.7131 -0.9313 2.9 1.0 -0.1 0.12
H -1.0833 1.6555 0.4737 0.2 -0.8 0.3 0.32
H -1.3523 -0.5039 1.5897 2.3 -0.9 -2.5 0.14
H -1.5905 -1.2669 -0.0980 0.6 0.6 -0.6 0.43
H 0.8131 -2.0919 0.1242 0.2 0.1 -0.1 0.26
```
Positions in Å, forces in eV/Å.

Calculated values
Max |F|: 4.74 eV/A
HOMO energy: -8.41 eV
ΔE to the lowest compared entry with this formula, charge and spin: 5.0568 eV


Below is 4 unconnected molecules or ions with the total composition C3H6N2O at a distorted geometry, with properties calculated with ωB97M-V/def2-TZVPD.

XYZ file:
```
12
Properties=species:S:1:pos:R:3:forces:R:3:mulliken_charge:R:1
C -1.5133 -0.3121 -0.0946 0.1 -0.7 1.1 0.56
N -0.9633 -0.9273 0.8259 -1.3 0.2 -0.4 -0.45
C 1.6524 0.6880 0.0218 -0.2 4.2 -0.2 0.47
C -2.0682 0.2311 -1.1249 -0.1 0.3 -0.6 -0.84
O 0.6544 1.2590 -0.2970 -0.1 -2.2 0.0 -0.41
N 2.8365 0.9401 0.2719 0.4 -1.4 0.3 -0.50
H -1.2347 -0.7047 1.7793 -0.1 0.1 -0.1 0.23
H 0.4716 -1.3378 0.5745 2.4 0.8 -0.6 0.36
H 3.3983 0.3493 0.8550 0.2 -0.4 -0.1 0.25
H 1.3324 -1.0844 0.3515 -1.4 -0.9 0.5 -0.25
H -2.9266 -0.2202 -1.5985 -0.1 -0.1 0.1 0.27
H -1.6396 1.1190 -1.5649 0.1 0.0 0.1 0.30
```
Positions in Å, forces in eV/Å.

Calculated values
Max |F|: 4.19 eV/A
HOMO energy: -9.31 eV
ΔE to the lowest compared entry with this formula, charge and spin: 4.8748 eV


Below is 2 unconnected molecules or ions with the total composition C3H6N2O, with properties calculated with ωB97M-V/def2-TZVPD.

XYZ file:
```
12
Properties=species:S:1:pos:R:3:forces:R:3:mulliken_charge:R:1
C -1.2643 0.0566 -0.5064 -0.2 0.2 -0.1 -0.36
C -1.1169 -0.7413 0.7301 -0.2 0.0 0.2 -0.35
N -0.1391 -0.8594 -0.3469 0.1 -0.2 -0.1 -0.42
H -2.0594 -0.2100 -1.1999 0.1 0.0 0.1 0.24
H -0.9885 1.1081 -0.4943 0.0 -0.2 0.0 0.19
H -0.7436 -0.2630 1.6325 0.0 -0.1 -0.2 0.20
H -1.8096 -1.5649 0.8976 0.1 0.2 -0.1 0.26
H -0.2806 -1.7122 -0.8787 0.0 0.1 0.1 0.22
N 1.5090 1.4802 0.3789 0.2 -0.4 -0.2 -0.53
C 2.1719 0.6032 -0.1605 0.3 -0.2 -0.1 0.73
O 2.7765 -0.2545 -0.6722 -0.5 0.7 0.4 -0.43
H 1.9446 2.3571 0.6199 0.0 0.0 0.0 0.24
```
Positions in Å, forces in eV/Å.

Calculated values
Max |F|: 0.90 eV/A
SMILES: C1CN1.N=C=O
HOMO energy: -9.59 eV
ΔE to the lowest compared entry with this formula, charge and spin: 1.9955 eV


Below is a single C3H6N2O molecule at a distorted geometry, with properties calculated with ωB97M-V/def2-TZVPD.

XYZ file:
```
12
Properties=species:S:1:pos:R:3:forces:R:3:mulliken_charge:R:1
C -0.0279 0.2913 -1.5282 3.5 -0.3 -0.6 -1.22
C 0.4830 0.1483 -0.0390 -1.2 0.6 -3.0 0.12
C -0.5764 0.7406 0.8020 -0.6 1.2 2.1 -0.42
N -0.3667 -0.6606 0.7351 -0.8 -2.8 1.5 -0.08
N -0.0002 -1.5838 1.8520 0.8 1.3 -1.6 -0.01
O 1.0358 -2.1444 1.6593 -1.1 0.5 0.0 -0.31
H -0.7126 -0.5055 -1.6483 -1.1 -0.5 -0.4 0.37
H 0.8622 0.0063 -2.2006 -1.4 0.6 0.6 0.27
H -0.4239 1.2945 -1.8526 0.5 -1.1 0.7 0.30
H 1.5347 0.0238 0.1395 0.4 0.8 0.4 0.47
H -0.2558 1.2872 1.6820 -0.1 -0.2 0.3 0.28
H -1.5522 1.1024 0.3989 1.1 -0.2 0.0 0.22
```
Positions in Å, forces in eV/Å.

Calculated values
Max |F|: 3.53 eV/A
SMILES: C[C@H]1CN1N=O
HOMO energy: -9.53 eV
ΔE to the lowest compared entry with this formula, charge and spin: 5.1834 eV


Below is a single C3H6N2O molecule at a distorted geometry, with properties calculated with ωB97M-V/def2-TZVPD.

XYZ file:
```
12
Properties=species:S:1:pos:R:3:forces:R:3:mulliken_charge:R:1
N -1.4323 -0.1269 -0.6297 0.2 1.9 -1.0 -0.68
C -0.3695 0.0102 0.3597 -1.8 -1.5 3.3 0.15
C 0.4889 1.1983 0.2709 0.3 -0.9 -1.6 -0.25
N 1.5339 0.9234 -0.3947 1.4 0.3 0.2 -0.30
O 1.7165 -0.4642 -0.5311 -0.5 0.4 0.0 -0.21
C 0.6797 -1.1105 0.2141 -1.1 0.0 0.7 -0.59
H -0.9515 0.1947 -1.4998 -1.1 -0.4 0.3 0.29
H -2.1574 0.6033 -0.4016 0.9 -1.0 -0.6 0.27
H -0.9493 0.0177 1.3315 1.0 -0.4 -0.6 0.34
H 0.1915 2.2063 0.4138 0.0 0.8 0.2 0.43
H 0.1840 -1.9422 -0.3143 0.6 0.3 -0.2 0.32
H 1.0656 -1.5102 1.1810 -0.1 0.5 -0.6 0.23
```
Positions in Å, forces in eV/Å.

Calculated values
Max |F|: 4.02 eV/A
SMILES: N[C@@H]1C=NOC1
HOMO energy: -9.80 eV
ΔE to the lowest compared entry with this formula, charge and spin: 3.1230 eV


Below is a single C3H6N2O molecule at a distorted geometry, with properties calculated with ωB97M-V/def2-TZVPD.

XYZ file:
```
12
Properties=species:S:1:pos:R:3:forces:R:3:mulliken_charge:R:1
C 0.4300 0.8683 -0.2962 0.6 1.5 -1.1 -0.08
C -0.3193 -1.5238 -0.0372 2.9 -0.3 -1.0 -0.85
C -0.7434 1.7044 0.0741 -1.3 -2.0 0.3 -0.73
N 0.5715 -0.3806 -0.3192 -1.5 0.7 0.5 0.30
N 2.0561 -0.2975 -0.4825 1.5 -0.7 0.2 0.00
O 2.6432 -0.5988 0.5106 -0.3 -0.1 -0.3 -0.37
H -0.2154 -1.7904 0.9962 -0.4 -0.3 0.4 0.28
H 0.0239 -2.3203 -0.7202 -0.2 0.0 0.6 0.32
H -1.2372 -1.1984 -0.3921 -2.1 0.3 0.0 0.38
H -1.2846 2.2711 -0.7241 1.2 -0.2 0.6 0.28
H -1.4811 0.9747 0.4546 -0.5 0.5 0.2 0.23
H -0.4436 2.2915 0.9360 0.0 0.5 -0.2 0.26
```
Positions in Å, forces in eV/Å.

Calculated values
Max |F|: 3.13 eV/A
HOMO energy (alpha / beta): -7.86 / -7.86 eV
ΔE to the lowest compared entry with this formula, charge and spin: 6.5431 eV


Asked for energy across the records above, the calculation gives -302.50727; -302.51395; -302.61976; -302.50261; -302.57833; -302.45264 hartree in order.